Version one
Entry from the OMol25 dataset: a cluster of 2 separate species, CH2NO2S in total (ωB97M-V with the def2-TZVPD basis set).

Each atom is followed by the atoms it is bonded to, with distances in Å.
Geometry (Å):
1 C -0.736 0.297 0.507  O4 1.226, S5 1.644
2 N -2.192 0.416 -1.454  O4 1.245
3 O 1.988 -0.298 -0.363  H6 0.966, H7 0.926
4 O -1.596 0.296 -0.367  C1 1.226, N2 1.245
5 S -0.355 -0.003 2.078  C1 1.644
6 H 1.216 -0.515 -0.901  O3 0.966
7 H 1.675 -0.192 0.501  O3 0.926

Highest occupied orbital energy (alpha / beta): -2.55 / -2.57 eV
LUMO energy (alpha / beta): 0.1324 / 0.1325 Eh
Total charge: -1

***

Version two
Entry from the OMol25 dataset: a cluster of 2 separate species, CH2NO2S in total (ωB97M-V with the def2-TZVPD basis set).

Each atom is followed by the atoms it is bonded to, with distances in Å.
Geometry (Å):
1 C 0.407 -1.591 -3.027  O3 1.149, O4 1.145
2 N 0.016 0.503 0.004  S5 1.807, H6 1.008, H7 0.969
3 O 1.545 -1.744 -3.044  C1 1.149
4 O -0.720 -1.734 -3.168  C1 1.145
5 S 0.141 1.348 -1.588  N2 1.807
6 H -0.908 0.200 0.270  N2 1.008
7 H 0.579 -0.280 -0.080  N2 0.969

Highest occupied orbital energy: -1.87 eV
LUMO energy: 0.1309 Eh
Total charge: -1

***

On energetic grounds, version two is preferred over the next structure by 0.2264 hartree.